No. 1
{"formula": "C9H27ClIOP2SZr", "method": "wB97M-V/def2-TZVPD", "symbols": ["C", "I", "H", "H", "H", "Zr", "P", "C", "C", "H", "H", "H", "H", "H", "H", "C", "H", "H", "H", "P", "C", "C", "H", "H", "H", "C", "H", "H", "H", "H", "H", "H", "Cl", "C", "S", "C", "O", "H", "H", "H", "H", "H", "H"], "xyz": [[-1.56, -0.02, -5.32], [-1.42, 0.07, -3.01], [-0.56, 0.06, -5.75], [-2.20, 0.82, -5.60], [-2.03, -0.98, -5.56], [-0.54, -0.10, -0.37], [0.04, 2.52, -0.29], [-1.47, 3.50, -0.15], [1.10, 3.18, 1.04], [1.20, 4.26, 0.85], [0.97, 4.15, -1.73], [2.08, 2.69, 1.01], [1.86, 2.59, -1.85], [-1.97, 3.33, 0.81], [0.66, 3.02, 2.03], [0.87, 3.06, -1.80], [-1.18, 4.55, -0.25], [0.29, 2.76, -2.68], [-2.16, 3.21, -0.95], [0.09, -2.63, 0.07], [-1.42, -3.60, 0.34], [0.93, -3.36, -1.36], [2.12, -2.60, 1.38], [1.26, -4.18, 1.50], [0.67, -2.73, 2.42], [1.14, -3.08, 1.49], [1.91, -2.88, -1.49], [1.06, -4.44, -1.18], [-1.14, -4.65, 0.42], [-2.12, -3.44, -0.49], [0.34, -3.19, -2.27], [-1.90, -3.25, 1.26], [1.90, -0.02, -0.23], [-2.48, 0.90, 3.48], [-1.09, 1.15, 2.40], [0.11, 0.11, 3.25], [-1.70, 0.08, 1.23], [-2.40, 1.55, 4.37], [-2.48, -0.16, 3.76], [-3.40, 1.13, 2.94], [0.45, 0.69, 4.12], [-0.40, -0.80, 3.60], [0.95, -0.13, 2.59]], "e_homo_ev": -18.7, "homo_lumo_gap_ev": 7.1, "charge": 3, "de_lowest_kj_mol": 106.3, "total_energy_ev": -63109.2624}

***

No. 2
{"formula": "C9H27ClN2O12PS", "method": "wB97M-V/def2-TZVPD", "symbols": ["C", "C", "O", "C", "C", "C", "C", "O", "O", "Cl", "C", "C", "N", "P", "N", "O", "O", "C", "S", "H", "H", "H", "H", "H", "H", "H", "H", "H", "H", "H", "H", "H", "O", "H", "H", "O", "H", "H", "O", "H", "H", "O", "H", "H", "O", "H", "H", "O", "H", "H", "O", "H", "H"], "xyz": [[1.57, -1.37, 1.34], [2.10, -0.31, 2.28], [1.15, 0.74, 2.49], [1.07, 1.66, 1.42], [-0.27, 1.52, 0.74], [-0.43, 1.41, -0.65], [0.76, 1.51, -1.56], [1.50, 2.44, -1.60], [0.95, 0.36, -2.31], [0.36, 0.54, -3.89], [-1.69, 1.26, -1.20], [-2.78, 1.18, -0.38], [-2.63, 1.27, 0.96], [-4.15, 1.23, 1.93], [-4.49, 2.64, 2.38], [-5.10, 0.48, 0.90], [-3.82, 0.16, 3.04], [-1.41, 1.49, 1.52], [-1.33, 1.79, 3.25], [2.21, -2.25, 1.35], [0.57, -1.65, 1.66], [1.50, -1.00, 0.31], [3.05, 0.12, 1.93], [2.28, -0.75, 3.25], [1.18, 2.68, 1.78], [1.87, 1.48, 0.71], [-1.84, 1.18, -2.27], [-3.77, 1.04, -0.76], [-5.39, 2.98, 2.07], [-5.22, -0.46, 1.08], [-4.06, -0.76, 2.87], [-1.73, 3.07, 3.16], [3.20, -1.84, -4.43], [2.40, -1.42, -4.10], [3.82, -1.12, -4.60], [-0.04, -1.41, 4.34], [-0.27, -0.50, 4.13], [-0.86, -1.84, 4.57], [3.23, -2.92, 4.21], [3.24, -2.62, 5.12], [3.29, -3.88, 4.27], [1.53, -1.64, -6.90], [2.36, -1.92, -6.48], [1.80, -1.14, -7.68], [4.36, 2.11, -0.23], [4.85, 1.41, -0.67], [3.51, 2.17, -0.68], [5.06, -3.97, -5.63], [4.30, -3.49, -5.28], [5.72, -3.31, -5.84], [-7.98, 0.91, -0.68], [-7.15, 0.69, -0.26], [-8.38, 0.07, -0.96]], "e_homo_ev": -12.7, "homo_lumo_gap_ev": 7.6, "charge": 1, "total_energy_ev": -69959.7179}

***

No. 3
{"formula": "C9H29BHfN3OPS", "method": "wB97M-V/def2-TZVPD", "symbols": ["Hf", "H", "H", "P", "C", "H", "H", "H", "C", "H", "H", "H", "C", "H", "H", "H", "C", "O", "H", "H", "H", "H", "B", "N", "H", "H", "C", "C", "N", "C", "S", "N", "C", "C", "H", "H", "H", "H", "H", "H", "H", "H", "H", "H", "H", "H"], "xyz": [[0.45, 1.16, -0.62], [-4.09, 0.22, -2.03], [1.03, 0.45, 1.06], [0.90, 0.08, -3.08], [-0.63, -0.93, -2.95], [-0.63, -1.64, -3.79], [-0.69, -1.47, -2.00], [-1.51, -0.27, -3.03], [1.02, 0.22, -4.90], [2.05, 0.42, -5.21], [0.68, -0.72, -5.36], [0.38, 1.04, -5.25], [2.31, -1.06, -2.73], [2.21, -1.57, -1.76], [2.39, -1.81, -3.54], [3.25, -0.49, -2.70], [1.80, -0.18, 0.34], [2.46, -1.13, 0.68], [2.05, 3.47, -1.26], [2.88, 2.11, -1.81], [0.90, 2.87, -3.78], [-0.26, 2.32, -2.10], [0.86, 2.26, -2.75], [1.96, 2.53, -1.66], [-4.51, -0.12, -2.51], [-0.32, -0.30, -0.17], [-3.38, -1.51, 2.91], [-1.98, -1.03, 2.52], [-1.95, 0.44, 2.61], [-0.81, 1.09, 2.25], [-0.88, 2.38, 1.08], [0.36, 0.79, 2.88], [0.48, 0.13, 4.19], [1.47, -1.01, 4.14], [-3.66, -1.15, 3.92], [-3.42, -2.61, 2.93], [-4.14, -1.16, 2.19], [-1.23, -1.46, 3.19], [-1.74, -1.36, 1.48], [-2.77, 0.87, 2.18], [1.18, 1.33, 2.62], [0.84, 0.92, 4.87], [-0.52, -0.18, 4.49], [2.50, -0.66, 3.97], [1.46, -1.52, 5.12], [1.22, -1.76, 3.37]], "e_homo_ev": [-20.0, -19.9], "homo_lumo_gap_ev": [7.4, 5.5], "charge": 3, "de_lowest_kj_mol": 3.4, "s2": 0.77, "total_energy_ev": -38395.8491, "multiplicity": 2}

***

No. 4
{"formula": "C9H30Ag2N9O6", "method": "wB97M-V/def2-TZVPD", "symbols": ["Ag", "Ag", "C", "O", "H", "H", "H", "C", "C", "C", "O", "C", "N", "H", "H", "H", "H", "H", "H", "H", "H", "H", "H", "H", "C", "O", "N", "N", "H", "H", "H", "H", "C", "O", "N", "N", "H", "H", "H", "H", "C", "O", "N", "N", "H", "H", "H", "H", "C", "O", "N", "N", "H", "H", "H", "H"], "xyz": [[-11.48, -1.69, 18.49], [-11.65, 1.31, 20.67], [-13.89, 0.75, 18.12], [-12.48, 0.59, 18.16], [-14.33, 1.56, 17.55], [-14.50, -0.12, 17.85], [-14.20, 0.83, 19.17], [-18.39, 3.24, 21.30], [-18.87, 2.79, 19.91], [-17.76, 2.38, 18.97], [-18.24, 2.18, 17.66], [-17.33, 1.80, 16.66], [-19.85, 1.74, 20.17], [-17.89, 4.21, 21.22], [-17.66, 2.57, 21.75], [-19.18, 3.42, 22.02], [-19.43, 3.64, 19.49], [-17.29, 1.46, 19.35], [-16.93, 3.09, 19.01], [-16.87, 2.57, 16.05], [-17.82, 1.10, 15.97], [-16.68, 1.03, 17.09], [-20.34, 1.37, 19.36], [-20.54, 2.00, 20.86], [-12.95, -0.62, 23.38], [-13.94, -0.16, 23.95], [-11.70, -0.65, 23.87], [-13.05, -0.96, 22.10], [-11.47, 0.00, 24.60], [-10.96, -1.00, 23.29], [-13.88, -0.72, 21.59], [-12.10, -1.02, 21.75], [-10.58, 2.06, 15.57], [-9.80, 2.54, 14.75], [-10.29, 2.02, 16.86], [-11.74, 1.43, 15.27], [-9.44, 2.44, 17.20], [-11.00, 1.75, 17.53], [-12.30, 1.16, 16.06], [-11.87, 1.02, 14.36], [-16.73, -2.34, 19.02], [-16.79, -3.22, 18.17], [-15.63, -2.07, 19.75], [-17.74, -1.48, 19.22], [-15.56, -1.23, 20.31], [-14.77, -2.46, 19.40], [-18.55, -1.89, 18.77], [-17.77, -0.86, 20.01], [-16.66, -1.45, 15.09], [-16.53, -0.79, 14.08], [-15.71, -1.83, 15.96], [-17.89, -1.77, 15.51], [-15.87, -2.34, 16.82], [-14.80, -1.46, 15.76], [-18.75, -1.59, 15.02], [-17.85, -2.50, 16.21]], "e_homo_ev": -11.1, "homo_lumo_gap_ev": 4.3, "charge": 1, "de_lowest_kj_mol": 344.9, "total_energy_ev": -43505.0600}

***

No. 5
{"formula": "C9H30AgF12N12O18S4", "method": "wB97M-V/def2-TZVPD", "symbols": ["Ag", "C", "F", "F", "F", "S", "O", "O", "N", "S", "O", "O", "C", "F", "F", "F", "C", "F", "F", "F", "S", "O", "O", "N", "S", "O", "O", "C", "F", "F", "F", "O", "H", "H", "O", "H", "H", "O", "H", "H", "O", "H", "H", "O", "H", "H", "C", "O", "N", "N", "H", "H", "H", "H", "C", "O", "N", "N", "H", "H", "H", "H", "C", "O", "N", "N", "H", "H", "H", "H", "C", "O", "N", "N", "H", "H", "H", "H", "C", "O", "N", "N", "H", "H", "H", "H"], "xyz": [[-2.09, 1.78, 1.52], [1.68, 2.33, -0.76], [1.56, 3.39, 0.03], [2.29, 2.72, -1.84], [2.39, 1.41, -0.13], [-0.08, 1.59, -1.18], [-0.97, 2.71, -1.38], [0.22, 0.86, -2.38], [-0.67, 0.72, 0.21], [-0.33, -0.82, 0.12], [0.84, -1.18, -0.63], [-0.48, -1.44, 1.42], [-1.85, -1.49, -0.81], [-2.97, -1.23, -0.14], [-1.90, -0.99, -2.06], [-1.71, -2.80, -0.96], [-2.15, -0.87, 4.86], [-3.36, -1.31, 4.43], [-1.98, -1.33, 6.08], [-1.30, -1.40, 3.99], [-2.02, 1.03, 4.91], [-3.37, 1.45, 4.82], [-1.33, 1.42, 6.09], [-1.21, 1.41, 3.39], [0.40, 1.34, 3.65], [0.78, 0.27, 4.54], [1.09, 1.34, 2.36], [0.82, 3.10, 4.40], [1.08, 2.97, 5.68], [1.88, 3.51, 3.76], [-0.25, 3.89, 4.28], [-3.20, 2.13, -0.34], [-3.50, 1.38, -0.86], [-3.67, 2.89, -0.69], [3.42, 4.23, -4.73], [3.09, 3.98, -5.59], [3.08, 3.57, -4.12], [-1.07, 3.80, 1.26], [-0.15, 4.10, 1.29], [-1.56, 4.53, 0.87], [0.86, 4.71, -3.45], [0.57, 4.07, -4.11], [1.36, 5.36, -3.95], [1.36, -2.79, 3.35], [0.60, -2.36, 2.92], [0.97, -3.39, 3.99], [4.35, -2.01, 1.41], [5.05, -1.50, 0.54], [4.61, -3.30, 1.82], [3.25, -1.47, 1.95], [5.56, -3.60, 1.72], [3.97, -3.86, 2.34], [2.63, -1.99, 2.57], [2.90, -0.60, 1.59], [-4.99, -0.06, 2.17], [-3.86, 0.35, 1.88], [-5.31, -1.38, 2.17], [-6.04, 0.76, 2.38], [-6.21, -1.56, 2.58], [-4.63, -2.05, 1.87], [-6.97, 0.41, 2.38], [-5.89, 1.70, 2.04], [-0.21, 1.49, -5.69], [-0.05, 2.65, -6.04], [-1.47, 0.99, -5.46], [0.68, 0.47, -5.91], [-1.69, 0.07, -5.14], [-2.23, 1.54, -5.82], [1.61, 0.80, -6.13], [0.46, -0.47, -5.66], [3.82, -0.82, -3.11], [4.99, -0.61, -3.43], [3.39, -1.19, -1.89], [2.82, -0.49, -3.98], [4.04, -1.31, -1.12], [2.41, -1.32, -1.63], [3.13, 0.14, -4.70], [1.88, -0.49, -3.64], [0.60, -5.02, -0.82], [1.60, -4.34, -0.95], [0.31, -5.86, 0.21], [-0.40, -4.99, -1.77], [0.94, -5.79, 0.99], [-0.66, -6.06, 0.37], [-0.33, -4.29, -2.49], [-1.20, -5.59, -1.75]], "e_homo_ev": [-8.3, -8.3], "homo_lumo_gap_ev": [7.1, 3.8], "charge": 0, "s2": 0.75, "total_energy_ev": -144505.3962, "multiplicity": 2}

***

No. 6
{"formula": "C9H30B2F3N2O6SV", "method": "wB97M-V/def2-TZVPD", "symbols": ["O", "V", "B", "H", "H", "H", "H", "B", "H", "H", "H", "H", "C", "F", "F", "F", "S", "O", "O", "O", "C", "C", "C", "O", "C", "N", "H", "H", "H", "H", "H", "H", "H", "H", "H", "H", "H", "C", "C", "C", "O", "C", "N", "H", "H", "H", "H", "H", "H", "H", "H", "H", "H", "H"], "xyz": [[1.81, -1.70, 0.59], [1.46, -0.16, 0.92], [2.22, -0.10, 3.14], [1.58, 0.77, 2.79], [1.62, -1.07, 3.06], [3.03, -0.20, 2.34], [2.65, 0.09, 4.19], [3.62, 0.22, -0.25], [2.80, -0.30, -0.85], [4.31, -0.55, 0.27], [4.30, 0.77, -1.01], [3.11, 0.89, 0.53], [1.50, 4.38, 0.74], [1.37, 5.57, 1.31], [1.25, 4.47, -0.57], [2.75, 3.96, 0.87], [0.37, 3.16, 1.60], [-1.01, 3.58, 1.35], [0.69, 1.88, 0.94], [0.78, 3.22, 3.00], [0.87, 2.00, -2.32], [-0.20, 1.10, -1.65], [-1.32, 0.78, -2.60], [-2.46, 0.35, -1.86], [-3.46, -0.10, -2.74], [0.45, -0.11, -1.13], [1.84, 1.96, -1.82], [0.48, 3.01, -2.42], [1.05, 1.63, -3.33], [-0.68, 1.79, -0.95], [-1.04, 0.02, -3.35], [-1.56, 1.65, -3.22], [-3.72, 0.68, -3.46], [-4.40, -0.29, -2.21], [-3.21, -1.04, -3.23], [0.98, -0.56, -1.87], [-0.31, -0.78, -1.00], [-1.85, -2.48, 2.93], [-0.95, -2.22, 1.73], [-1.58, -2.54, 0.37], [-0.67, -3.11, -0.54], [-1.30, -3.38, -1.78], [-0.50, -0.80, 1.72], [-2.08, -3.54, 3.02], [-2.82, -1.97, 2.84], [-1.37, -2.06, 3.82], [-0.03, -2.80, 1.82], [-2.08, -1.66, -0.08], [-2.41, -3.22, 0.61], [-2.00, -4.20, -1.62], [-0.52, -3.83, -2.40], [-1.71, -2.50, -2.28], [-1.29, -0.23, 1.40], [-0.35, -0.44, 2.67]], "e_homo_ev": [-5.6, -5.8], "homo_lumo_gap_ev": [7.9, 8.0], "charge": -1, "de_lowest_kj_mol": 90.1, "s2": 0.79, "total_energy_ev": -71112.3631, "multiplicity": 2}

***

No. 7
{"formula": "C9H30O6", "method": "wB97M-V/def2-TZVPD", "symbols": ["O", "H", "H", "O", "H", "H", "O", "H", "H", "C", "C", "C", "O", "H", "H", "H", "H", "H", "H", "H", "H", "C", "C", "C", "O", "H", "H", "H", "H", "H", "H", "H", "H", "C", "C", "C", "O", "H", "H", "H", "H", "H", "H", "H", "H"], "xyz": [[2.40, 2.01, -2.26], [1.55, 2.22, -2.65], [2.98, 1.89, -3.01], [1.05, 1.06, -0.01], [1.43, 1.50, -0.76], [0.38, 0.49, -0.39], [3.73, 1.15, 0.53], [3.89, 0.25, 0.25], [2.80, 1.18, 0.74], [-1.31, -2.05, -1.83], [-0.59, -3.42, -1.81], [0.26, -3.71, -2.97], [0.01, -3.66, -0.65], [-0.52, -1.30, -1.75], [-1.92, -2.01, -0.93], [-1.99, -1.78, -2.64], [-1.22, -4.30, -1.79], [0.84, -4.61, -2.78], [0.92, -2.83, -2.98], [-0.32, -3.68, -3.89], [0.96, -3.55, -0.74], [-1.41, 4.68, 1.35], [-1.03, 4.50, -0.10], [0.34, 5.09, -0.36], [-1.18, 3.15, -0.36], [-2.20, 4.07, 1.79], [-1.70, 5.72, 1.48], [-0.48, 4.53, 1.90], [-1.76, 5.01, -0.72], [1.10, 4.68, 0.30], [0.39, 6.15, -0.13], [0.69, 4.85, -1.36], [-0.43, 2.70, 0.03], [0.24, -1.56, 2.08], [-0.37, -2.77, 2.82], [-1.93, -2.77, 2.71], [0.15, -3.97, 2.24], [1.16, -1.21, 2.54], [-0.33, -0.65, 1.92], [0.39, -1.91, 1.05], [-0.02, -2.75, 3.85], [-2.40, -2.17, 3.49], [-2.32, -3.78, 2.82], [-2.23, -2.42, 1.73], [0.04, -4.02, 1.29]], "e_homo_ev": [-11.9, -11.9], "homo_lumo_gap_ev": [9.2, 2.4], "charge": 1, "de_lowest_kj_mol": 109.1, "s2": 0.75, "total_energy_ev": -22093.5703, "multiplicity": 2}

***

No. 8
{"formula": "C9H31Br2N11O6Y", "method": "wB97M-V/def2-TZVPD", "symbols": ["Y", "Br", "Br", "C", "O", "N", "N", "H", "H", "H", "H", "C", "O", "N", "N", "H", "H", "H", "H", "C", "O", "N", "N", "H", "H", "H", "H", "C", "O", "N", "N", "H", "H", "H", "H", "C", "O", "N", "N", "H", "H", "H", "H", "C", "C", "C", "O", "C", "N", "H", "H", "H", "H", "H", "H", "H", "H", "H", "H", "H"], "xyz": [[-0.11, 0.91, -0.10], [0.93, 3.40, -1.06], [-3.07, 1.30, -0.08], [-1.31, 1.24, -3.37], [-0.98, 0.80, -2.25], [-2.41, 2.00, -3.49], [-0.64, 0.97, -4.50], [-2.68, 2.49, -4.32], [-2.86, 2.18, -2.60], [-0.79, 1.64, -5.23], [0.03, 0.24, -4.57], [-0.26, 3.34, 2.57], [-0.07, 2.33, 1.87], [-0.73, 3.31, 3.83], [-0.11, 4.56, 2.05], [-1.01, 2.41, 4.19], [-0.72, 4.08, 4.47], [-0.33, 5.44, 2.47], [0.23, 4.57, 1.09], [2.56, 0.23, -2.40], [1.50, 0.25, -1.77], [3.27, 1.34, -2.72], [3.22, -0.94, -2.71], [4.16, 1.09, -3.09], [2.85, 2.26, -2.67], [4.16, -0.95, -3.02], [2.72, -1.81, -2.69], [2.86, 0.63, 1.66], [1.85, 0.53, 0.97], [3.89, -0.29, 1.65], [2.95, 1.59, 2.60], [4.60, -0.32, 2.35], [3.54, -1.06, 1.10], [3.76, 1.59, 3.19], [2.40, 2.42, 2.50], [-0.93, -0.90, 3.11], [-0.65, -0.31, 2.06], [-0.53, -2.18, 3.34], [-1.62, -0.38, 4.15], [-0.81, -2.61, 4.20], [-0.01, -2.65, 2.62], [-1.85, -0.83, 5.01], [-2.08, 0.49, 3.92], [-0.24, -2.61, -2.58], [-1.02, -2.25, -1.32], [-1.59, -3.50, -0.59], [-2.23, -3.07, 0.61], [-3.56, -2.54, 0.39], [-0.18, -1.55, -0.31], [0.38, -3.50, -2.45], [0.45, -1.80, -2.82], [-0.80, -2.70, -3.51], [-1.77, -1.53, -1.66], [-0.80, -4.20, -0.33], [-2.31, -4.11, -1.14], [-4.28, -3.33, 0.60], [-3.61, -1.98, -0.54], [-3.66, -1.82, 1.20], [-0.43, -1.99, 0.57], [0.76, -1.94, -0.44]], "e_homo_ev": -10.2, "homo_lumo_gap_ev": 8.1, "charge": 1, "de_lowest_kj_mol": 45.9, "total_energy_ev": -179647.6951}

***

No. 9
{"formula": "C9H31N11O6", "method": "wB97M-V/def2-TZVPD", "symbols": ["C", "O", "N", "N", "H", "H", "H", "H", "C", "O", "N", "N", "H", "H", "H", "H", "C", "O", "N", "N", "H", "H", "H", "H", "C", "O", "N", "N", "H", "H", "H", "H", "C", "O", "N", "N", "H", "H", "H", "H", "C", "C", "C", "O", "C", "N", "H", "H", "H", "H", "H", "H", "H", "H", "H", "H", "H"], "xyz": [[-1.14, -1.29, -3.56], [-1.47, -1.61, -4.70], [-1.46, -1.97, -2.52], [-0.74, -0.05, -3.22], [-1.95, -2.85, -2.66], [-1.09, -1.77, -1.60], [-0.64, 0.66, -3.93], [-0.35, 0.00, -2.29], [-0.39, -4.18, 2.39], [0.40, -3.36, 2.04], [-0.17, -5.50, 2.43], [-1.55, -3.86, 2.90], [0.68, -5.84, 2.01], [-0.87, -6.10, 2.85], [-2.02, -4.47, 3.55], [-1.72, -2.86, 2.94], [5.15, -0.97, -1.37], [5.13, -2.14, -1.14], [4.85, -0.04, -0.48], [5.59, -0.41, -2.43], [4.93, 0.89, -0.85], [4.49, -0.34, 0.41], [5.31, 0.53, -2.68], [6.07, -0.96, -3.12], [2.28, 2.69, 1.46], [2.87, 3.34, 2.32], [1.04, 2.28, 1.72], [2.86, 2.29, 0.32], [0.49, 2.77, 2.41], [0.68, 1.64, 1.03], [2.33, 1.68, -0.28], [3.63, 2.80, -0.09], [0.86, -0.81, -0.09], [0.97, 0.31, -0.70], [1.77, -1.57, 0.25], [-0.27, -1.28, 0.29], [1.56, -2.34, 0.87], [2.71, -1.30, 0.00], [-0.22, -2.03, 0.97], [-1.13, -0.79, 0.11], [-2.21, 4.30, 0.78], [-2.39, 3.03, -0.13], [-2.72, 1.94, 0.80], [-2.56, 0.61, 0.23], [-3.69, -0.19, 0.45], [-3.51, 3.28, -1.03], [-3.09, 4.71, 1.29], [-1.90, 5.12, 0.13], [-1.37, 4.10, 1.44], [-1.51, 2.83, -0.73], [-3.64, 2.16, 1.33], [-1.99, 1.91, 1.61], [-4.59, 0.19, -0.02], [-3.89, -0.38, 1.51], [-3.47, -1.15, -0.01], [-3.82, 2.43, -1.46], [-3.15, 3.89, -1.75]], "e_homo_ev": [0.2, -7.1], "homo_lumo_gap_ev": [2.0, 9.3], "charge": -1, "s2": 0.75, "total_energy_ev": -38514.1692, "multiplicity": 2}